# 1
Molecular formula: C5H12NO
Method: DFT, wB97M-V/def2-TZVPD

XYZ file:
```
19
Properties=species:S:1:pos:R:3:forces:R:3
O -0.4429 -1.5294 2.4666 -0.004 0.175 0.097
C 0.0177 -1.6045 1.3608 -0.129 0.189 0.073
C -0.5360 -0.7422 0.2279 -0.455 0.224 0.066
C 0.5485 -0.1300 -0.6574 -0.565 -0.314 -0.255
C -0.0713 0.5395 -1.8955 0.633 0.008 0.533
C 1.4589 0.8199 0.1331 0.208 -0.054 -0.178
N -1.4154 0.2896 0.9150 0.241 0.369 -0.074
H 0.8568 -2.2612 1.1270 0.109 -0.249 -0.186
H -1.2399 -1.3435 -0.3513 0.266 -0.203 -0.157
H 1.0648 -1.0282 -1.0170 0.330 0.241 0.103
H 0.7412 0.9444 -2.4916 0.028 -0.041 -0.229
H -0.6602 1.4061 -1.5978 -0.349 0.002 -0.121
H -0.6345 -0.1716 -2.4942 -0.187 0.124 -0.038
H 1.2147 0.8906 1.1935 -0.047 0.067 0.058
H 1.4652 1.8110 -0.3042 -0.342 0.315 0.048
H 2.5004 0.5418 0.0831 0.287 -0.406 0.039
H -1.1191 1.2562 0.7326 0.225 -0.289 0.193
H -2.3928 0.2548 0.6470 -0.207 -0.261 -0.139
H -1.3560 0.0567 1.9221 -0.042 0.102 0.166
```
Positions in Å, forces in eV/Å.

Values from the calculation:
DFT total energy, Eh: -327.44682
HOMO energy, eV: -15.2
Gap between HOMO and LUMO, eV: 11.4
Net charge: +1
SMILES: CC(C)[C@H]([NH3+])C=O

natural (NBO) population analysis, charges in e, atoms 1 to 8: number 1, O, carries -0.4887; number 2, C, carries 0.4311; number 3, C, carries -0.1441; number 4, C, carries -0.2326; number 5, C, carries -0.6061; number 6, C, carries -0.6546; number 7, N, carries -0.6964; number 8, H, carries 0.1731

***

# 2
Molecular formula: C8H30BCsN4O5
Method: DFT, wB97M-V/def2-TZVPD

XYZ file:
```
49
Properties=species:S:1:pos:R:3:forces:R:3
Cs 0.9487 -3.7615 -2.0198 -0.273 0.334 0.230
B 0.5018 -0.2399 -0.2965 -0.187 0.304 0.326
H 1.1016 0.6101 -0.8684 0.250 0.028 -0.460
H 0.5295 0.0228 0.8728 0.320 -0.061 0.369
H -0.6402 -0.1616 -0.6411 -0.412 0.124 -0.280
H 0.9481 -1.3398 -0.4383 0.309 -0.514 -0.281
C 0.3979 0.8767 -4.2158 -0.139 0.621 -0.100
O 0.5570 1.0558 -5.4146 -0.058 -0.253 0.426
N 1.0609 -0.0937 -3.5006 -0.299 -0.524 -0.184
N -0.4457 1.6523 -3.4490 0.717 -0.790 -0.336
H 1.7356 -0.6382 -4.0028 0.172 0.246 -0.123
H 1.0768 -0.0918 -2.4919 0.114 0.191 0.003
H -0.6331 1.3643 -2.5038 -0.231 0.341 0.049
H -0.9594 2.3585 -3.9377 -0.193 0.057 0.170
C 2.9401 -1.9609 2.4710 0.235 0.288 0.397
O 3.6450 -2.5700 3.2590 -0.046 -0.187 -0.138
N 1.6263 -2.2865 2.2405 0.122 -0.011 -0.415
N 3.3901 -0.8662 1.7786 -0.608 -0.660 0.044
H 1.2386 -3.0852 2.7026 0.052 0.041 0.201
H 1.0466 -1.7027 1.6599 -0.082 -0.052 0.078
H 2.7821 -0.4205 1.1151 0.272 0.315 -0.030
H 4.3310 -0.5703 1.9449 0.028 0.160 -0.091
C 0.8454 3.6139 -0.0283 0.236 0.010 0.042
C 2.1986 3.2858 0.5910 -0.643 -0.669 0.501
O 2.8011 2.1190 0.0304 0.122 0.379 -0.120
H 0.5344 4.5863 0.3578 -0.199 -0.017 -0.131
H 0.0838 2.8763 0.2280 0.011 -0.005 0.083
H 0.9219 3.6494 -1.1162 0.031 0.132 -0.004
H 2.0630 3.0696 1.6592 -0.038 0.399 0.045
H 2.8415 4.1589 0.5054 0.421 -0.285 -0.221
H 2.1068 1.4397 0.0275 0.254 0.281 -0.094
C -3.6913 -0.9268 -0.8715 -0.169 0.014 0.219
C -2.8149 -1.9208 -1.6225 -0.546 0.521 0.379
O -1.7540 -2.3816 -0.7924 0.478 -0.385 -0.448
H -4.2387 -1.4001 -0.0540 0.115 -0.160 -0.027
H -4.4406 -0.4739 -1.5249 0.143 0.038 -0.080
H -3.0810 -0.1460 -0.4148 -0.012 0.104 -0.128
H -2.4382 -1.4314 -2.5277 0.141 -0.177 -0.053
H -3.4255 -2.7789 -1.9016 0.208 -0.145 -0.125
H -1.1559 -1.6163 -0.6563 -0.282 -0.169 0.126
C -2.0377 -1.2553 2.6559 -0.348 -0.464 -0.076
C -1.3907 0.0729 3.0358 0.446 -0.929 -0.621
O -1.4624 0.9959 1.9669 -0.514 0.612 0.338
H -3.1173 -1.1418 2.5260 0.026 0.033 0.093
H -1.8621 -2.0399 3.4005 -0.075 0.238 0.189
H -1.6812 -1.6842 1.7132 0.210 0.377 0.014
H -0.3454 -0.1376 3.2963 -0.017 0.248 0.137
H -1.8950 0.4810 3.9089 0.031 0.251 -0.042
H -0.7439 0.8341 1.3434 -0.093 -0.228 0.149
```
Positions in Å, forces in eV/Å.

Values from the calculation:
DFT total energy, Eh: -963.03828
HOMO energy, eV: -9.6
Gap between HOMO and LUMO, eV: 8.4

natural (NBO) population analysis, charges in e, atoms 1 to 8: number 1, Cs, carries 0.9905; number 2, B, carries -0.7538; number 3, H, carries -0.0307; number 4, H, carries -0.0385; number 5, H, carries -0.0340; number 6, H, carries -0.0747; number 7, C, carries 0.7767; number 8, O, carries -0.6622

***

# 3
Molecular formula: C17H38N2O7P
Method: DFT, wB97M-V/def2-TZVPD

XYZ file:
```
65
Properties=species:S:1:pos:R:3:forces:R:3
C 1.9235 0.4564 3.2290 -0.025 -0.084 -0.214
N 0.6437 -0.1780 3.4761 0.122 0.119 0.154
C -0.5194 0.6909 3.4768 0.054 -0.158 0.224
C -1.3358 0.6648 2.1678 0.641 -0.070 -0.838
P -1.1816 -1.0212 1.4673 -0.028 -0.118 0.417
O -1.4520 -2.0886 2.4152 -0.298 -0.808 0.600
O -2.1902 -1.0838 0.2135 0.003 1.103 -0.020
O 0.2470 -1.1326 0.7769 0.386 -0.099 -0.367
C -0.7028 1.6323 1.1146 -0.944 -0.431 0.339
C -1.3280 3.0184 0.9619 0.914 0.286 -1.220
C -0.9619 3.5257 -0.4603 -0.155 -0.244 0.531
C -0.6923 3.9968 1.9482 -0.607 -0.438 0.651
N -2.7959 3.0024 1.0554 0.412 0.382 0.989
O -3.3390 4.1347 0.8099 -0.084 -0.279 -0.341
C -3.4190 2.2738 2.1773 -1.140 -0.158 0.306
C -4.8958 2.0635 1.7940 0.679 -0.058 -0.262
C -3.4122 3.1086 3.4826 0.125 -0.012 -0.287
C -2.8425 0.8711 2.3933 0.326 0.495 0.006
H 1.9785 1.4843 3.5940 -0.059 0.182 0.102
H 2.7305 -0.0942 3.6932 0.106 -0.235 0.213
H 2.1437 0.4607 2.1652 0.024 0.126 -0.275
H 0.6615 -0.7754 4.2858 -0.052 0.043 -0.001
H -1.1522 0.4142 4.3122 -0.253 -0.209 0.067
H -0.2063 1.7149 3.6690 0.015 0.332 0.041
H -2.3915 -0.1639 -0.0444 -0.126 -0.579 -0.317
H 0.6203 -2.0026 0.9922 0.017 0.302 0.070
H -0.6829 1.1348 0.1498 -0.076 0.075 -0.348
H 0.3324 1.7982 1.3665 0.424 -0.113 0.040
H -0.7220 4.5776 -0.4365 -0.036 0.310 -0.132
H -0.1014 2.9752 -0.8179 0.290 0.003 -0.134
H -1.7846 3.3642 -1.1402 -0.216 -0.042 -0.242
H 0.3711 4.0718 1.7704 0.251 0.129 -0.245
H -1.1786 4.9584 1.8732 0.022 0.351 -0.123
H -0.8156 3.6473 2.9677 0.019 -0.002 0.264
H -5.4280 3.0008 1.7860 -0.233 0.211 0.070
H -5.3203 1.3579 2.4973 -0.299 -0.009 0.180
H -4.9331 1.6326 0.7997 -0.167 -0.148 -0.223
H -2.8774 2.6138 4.2835 0.312 0.021 0.137
H -3.0200 4.0981 3.3112 0.214 0.263 0.030
H -4.4279 3.2524 3.8198 -0.321 -0.044 0.159
H -3.4387 0.1736 1.8187 -0.013 -0.171 -0.249
H -3.0398 0.6246 3.4264 -0.213 -0.221 0.264
C 0.2391 -2.5422 -2.2151 -0.089 -0.286 -0.001
O 0.8364 -3.1478 -3.3446 0.152 0.119 0.024
C 1.0405 -2.3134 -4.4633 -0.213 0.078 -0.016
C 2.4920 -2.0316 -4.8249 0.155 -0.247 -0.338
O 3.3341 -1.4690 -3.8410 0.070 0.232 -0.013
C 3.6058 -2.1781 -2.6506 -0.170 0.030 0.289
C 4.3367 -3.5083 -2.7522 0.062 -0.150 0.087
O 3.6930 -4.5043 -3.5188 -0.031 0.178 -0.121
C 4.3420 -4.8999 -4.7090 -0.081 -0.177 0.065
H -0.7981 -2.8735 -2.1153 -0.038 0.126 -0.016
H 0.7745 -2.8730 -1.3233 0.019 0.006 -0.004
H 0.2747 -1.4518 -2.2538 0.017 0.016 -0.009
H 0.5036 -1.3665 -4.3396 0.038 0.023 0.120
H 0.5936 -2.8139 -5.3305 0.046 0.069 -0.067
H 2.4551 -1.2819 -5.6204 0.002 0.049 0.029
H 2.9623 -2.9070 -5.2803 -0.131 -0.088 0.217
H 2.7034 -2.2743 -2.0425 0.011 -0.193 -0.145
H 4.2741 -1.5239 -2.0830 0.017 0.036 -0.041
H 4.4039 -3.8920 -1.7272 0.100 0.086 0.036
H 5.3615 -3.3499 -3.1039 -0.026 0.025 -0.115
H 5.1303 -4.2035 -5.0033 0.006 0.032 0.004
H 3.6054 -4.9505 -5.5139 0.004 -0.006 0.006
H 4.7726 -5.8979 -4.5862 0.074 0.035 -0.005
```
Positions in Å, forces in eV/Å.

Values from the calculation:
DFT total energy, Eh: -1648.02455
HOMO energy (alpha / beta), eV: -8.7 / -9.1
2S+1: 2
Gap between HOMO and LUMO (alpha / beta), eV: 9.2 / 9.0

natural (NBO) population analysis, charges in e, atoms 1 to 8: number 1, C, carries -0.4137; number 2, N, carries -0.6452; number 3, C, carries -0.2118; number 4, C, carries -0.4181; number 5, P, carries 2.3936; number 6, O, carries -1.1074; number 7, O, carries -0.9744; number 8, O, carries -1.0046

***

In kJ/mol, the energy above the lowest of the compared OMol25 structures with the same formula, charge and spin values for the records above are, in order, 33.5; 0.0; 0.0.